No. 1
DFT (ωB97M-V/def2-TZVPD) results for 2 unconnected molecules or ions with the total composition CH4BrFSi in a non-equilibrium geometry.

Output
Largest force on an atom = 3.2 eV Å⁻¹
E_HOMO (alpha / beta) = -0.2180 / -0.3927 hartree
E = -81734.653 eV
Multiplicity = 3
Frontier orbital gap (alpha / beta) = 6.62 / 5.70 eV
Expectation value of S² = 2.0057
LUMO energy (alpha / beta) = 0.69 / -4.99 eV

Last column: natural (NBO) charge in e.
Cartesian coordinates (Å):
Br  -1.55  -2.06  0.58  -0.271
Si  -0.09  -0.81  -0.38  0.723
F  -1.16  0.65  -1.96  -0.037
C  0.49  0.61  0.75  -1.048
H  1.08  1.23  0.15  0.237
H  1.15  0.47  1.64  0.251
H  -0.33  1.17  0.96  0.229
H  0.42  -1.26  -1.74  -0.084

No. 2
DFT (ωB97M-V/def2-TZVPD) results for 2 unconnected molecules or ions with the total composition C5H16NS2.

Output
Largest force on an atom = 0.4 eV Å⁻¹
E_HOMO = -0.4609 hartree
E = -28599.512 eV
Multiplicity = 1
Frontier orbital gap = 9.52 eV
LUMO energy = -3.03 eV
Net charge = +1

Last column: natural (NBO) charge in e.
Cartesian coordinates (Å):
S  1.47  -1.58  0.77  0.079
S  0.94  -1.01  -1.13  0.034
N  -1.97  -0.18  0.23  -0.702
C  -1.73  2.07  -0.70  -0.636
C  1.51  -2.38  -2.16  -0.735
C  -0.90  1.51  1.65  -0.638
C  -1.96  1.29  0.58  -0.034
C  3.16  -0.91  0.90  -0.735
H  0.95  -3.29  -1.92  0.234
H  2.57  -2.54  -2.00  0.237
H  -2.53  1.89  -1.42  0.224
H  -1.70  3.13  -0.45  0.252
H  -2.22  -0.77  1.03  0.437
H  -1.05  -0.47  -0.13  0.448
H  3.79  -1.38  0.16  0.230
H  -2.65  -0.37  -0.51  0.433
H  -2.96  1.50  0.99  0.220
H  0.06  1.11  1.34  0.226
H  3.52  -1.15  1.89  0.246
H  1.33  -2.08  -3.19  0.244
H  -0.78  1.82  -1.13  0.227
H  -1.19  1.04  2.60  0.229
H  3.14  0.17  0.77  0.229
H  -0.80  2.58  1.83  0.250

No. 3
DFT (ωB97M-V/def2-TZVPD) results for a molecular structure, C19H37AlF6IO6SSi2.

Output
Largest force on an atom = 0.6 eV Å⁻¹
E_HOMO = -0.1601 hartree
E = -90187.788 eV
Multiplicity = 1
Frontier orbital gap = 6.42 eV
LUMO energy = 2.07 eV
Net charge = -1

Last column: Löwdin charge in e.
Cartesian coordinates (Å):
I  -1.57  4.24  2.58  0.703
S  -1.05  0.66  -2.76  0.754
Si  3.18  -1.07  0.55  0.473
Si  -2.70  -0.41  -0.52  0.494
Al  1.62  -0.38  -1.22  0.166
F  -7.39  0.28  2.62  0.172
F  -5.96  1.58  1.65  0.169
F  4.66  -5.38  -2.60  0.158
F  4.31  -3.85  -4.11  0.169
F  4.36  -3.32  -2.00  0.173
F  -7.79  1.00  0.62  0.161
O  1.11  1.30  -0.76  -0.246
O  -8.82  2.47  3.26  0.163
O  -7.61  3.64  1.75  0.035
O  -0.09  -1.07  -1.05  -0.288
O  6.99  -4.82  -3.74  0.025
O  6.96  -2.87  -2.61  0.172
C  -3.92  1.03  -0.68  -0.182
C  -0.91  0.05  -0.96  -0.799
C  -7.26  1.32  1.81  -0.544
C  8.41  -4.69  -3.96  -0.201
C  3.19  -2.91  1.07  -0.244
C  9.20  -5.14  -2.76  -0.063
C  -2.74  -0.94  1.28  -0.167
C  -0.15  2.96  1.52  -0.742
C  2.93  -0.04  2.13  -0.250
C  -3.30  -1.80  -1.61  -0.184
C  -0.82  2.35  0.30  -0.230
C  4.95  -0.69  -0.04  -0.251
C  -8.00  2.55  2.39  -0.402
C  -0.12  1.06  -0.11  -0.471
C  -7.51  5.43  3.40  -0.058
C  4.90  -4.10  -2.93  -0.542
C  1.09  3.77  1.20  -0.175
C  -8.21  4.88  2.18  -0.193
C  6.42  -3.84  -3.05  -0.392
H  -6.45  5.55  3.21  0.085
H  -1.93  -1.65  1.47  0.032
H  8.60  -5.31  -4.83  0.122
H  -0.75  3.07  -0.52  0.126
H  0.83  4.73  0.75  0.061
H  -3.64  -1.42  -2.57  0.022
H  2.21  -0.61  -2.71  -0.067
H  -1.54  1.89  -2.55  -0.155
H  -3.69  -1.42  1.55  0.022
H  -4.14  -2.30  -1.12  0.024
H  -3.67  1.69  -1.51  0.017
H  5.00  -0.83  -1.13  -0.002
H  8.63  -3.65  -4.22  0.123
H  10.26  -5.10  -2.98  0.079
H  -4.92  0.63  -0.84  0.026
H  2.92  1.01  1.85  0.008
H  1.98  -0.28  2.62  0.014
H  -7.64  4.77  4.25  0.079
H  3.74  -0.20  2.85  0.015
H  -7.93  6.41  3.66  0.081
H  2.21  -3.38  0.99  0.012
H  -8.10  5.54  1.32  0.125
H  -1.87  2.16  0.51  0.051
H  0.12  0.48  0.80  0.134
H  5.20  0.36  0.14  0.016
H  0.08  2.19  2.25  0.068
H  1.69  3.18  0.49  0.073
H  -2.51  -2.53  -1.79  0.033
H  -3.93  1.62  0.23  0.007
H  3.91  -3.47  0.48  -0.004
H  9.00  -4.50  -1.90  0.079
H  -9.27  4.72  2.36  0.122
H  -2.60  -0.08  1.94  0.025
H  3.51  -2.99  2.12  0.012
H  8.94  -6.17  -2.50  0.082
H  1.69  3.97  2.09  0.068
H  5.71  -1.33  0.41  0.018